Entry 1:
Below is 12 unconnected molecules or ions with the total composition C24H72O12S12 at a distorted geometry, with properties calculated with ωB97M-V/def2-TZVPD.

```
120
Properties=species:S:1:pos:R:3:lowdin_charge:R:1
C -3.68 -4.22 -3.19 -0.22
S -3.81 -2.44 -3.59 0.82
O -2.81 -1.69 -2.74 -0.58
C -3.23 -2.48 -5.23 -0.28
H -4.35 -4.48 -2.38 0.04
H -2.62 -4.34 -2.85 0.05
H -3.90 -4.79 -4.09 0.05
H -3.86 -3.06 -5.93 0.08
H -2.24 -2.87 -5.23 0.05
H -3.06 -1.42 -5.48 0.05
C -3.99 1.66 -3.70 -0.20
S -3.30 1.32 -2.04 0.79
O -3.29 2.70 -1.42 -0.59
C -4.74 0.47 -1.32 -0.23
H -4.49 0.74 -3.96 0.03
H -3.17 1.93 -4.28 0.02
H -4.68 2.50 -3.51 0.07
H -5.32 1.36 -1.00 0.07
H -4.25 -0.15 -0.56 0.02
H -5.30 -0.06 -2.10 0.04
C -3.65 -2.85 5.01 -0.26
S -1.92 -2.67 4.93 0.79
O -1.40 -3.51 6.06 -0.56
C -1.41 -3.67 3.50 -0.25
H -4.15 -2.26 4.26 0.05
H -3.77 -2.52 5.98 0.01
H -3.89 -3.96 5.10 0.10
H -2.06 -3.68 2.65 0.04
H -1.41 -4.67 4.03 0.08
H -0.38 -3.47 3.19 0.01
C 3.92 -1.88 4.69 -0.22
S 2.24 -2.67 4.65 0.82
O 2.18 -3.64 3.45 -0.59
C 2.31 -3.61 6.15 -0.26
H 4.05 -1.24 3.85 0.02
H 4.53 -2.79 4.76 0.06
H 4.04 -1.24 5.56 0.05
H 1.32 -3.89 6.42 0.02
H 2.76 -2.93 6.91 0.07
H 2.96 -4.42 5.97 0.04
C 3.45 5.08 -2.56 -0.28
S 3.78 5.07 -4.31 0.81
O 4.03 3.65 -4.73 -0.56
C 2.20 5.66 -5.06 -0.23
H 2.48 4.61 -2.33 0.02
H 3.35 6.14 -2.21 0.07
H 4.24 4.51 -2.05 0.05
H 2.49 5.91 -6.06 0.04
H 1.93 6.55 -4.52 0.03
H 1.40 4.92 -5.09 0.04
C 4.46 -1.94 0.51 -0.22
S 2.78 -1.30 0.19 0.79
O 2.39 -0.57 1.43 -0.56
C 3.27 0.00 -0.92 -0.25
H 4.69 -2.64 -0.33 0.06
H 4.63 -2.55 1.34 0.02
H 5.12 -1.07 0.52 0.05
H 2.33 0.55 -0.92 0.01
H 3.65 -0.38 -1.85 0.06
H 4.01 0.69 -0.34 0.06
C -0.21 3.45 -0.10 -0.21
S -0.05 2.61 -1.70 0.80
O 1.45 2.58 -1.95 -0.55
C -0.77 3.92 -2.57 -0.28
H 0.41 4.28 -0.32 0.03
H 0.28 2.81 0.61 0.04
H -1.27 3.66 0.15 0.07
H -0.53 4.86 -2.00 0.08
H -1.81 3.93 -2.43 0.01
H -0.33 4.04 -3.56 0.06
C 4.93 3.67 2.63 -0.29
S 4.87 3.42 0.93 0.78
O 5.36 2.03 0.74 -0.53
C 3.16 3.36 0.78 -0.30
H 4.57 4.66 2.92 0.07
H 6.02 3.63 2.84 0.07
H 4.41 2.82 3.04 0.06
H 2.83 2.58 1.52 0.10
H 2.97 3.28 -0.22 -0.02
H 2.73 4.32 1.07 0.08
C -4.71 4.18 2.63 -0.26
S -3.53 2.85 2.56 0.78
O -2.19 3.49 2.83 -0.57
C -3.97 1.97 4.08 -0.24
H -4.42 4.88 1.87 0.04
H -4.58 4.58 3.61 0.05
H -5.69 3.80 2.25 0.07
H -3.43 1.01 3.99 0.03
H -5.01 1.79 3.89 0.04
H -3.78 2.54 4.99 0.07
C -1.36 -1.24 0.23 -0.28
S -2.00 -0.01 1.27 0.75
O -3.31 -0.48 1.77 -0.54
C -0.76 -0.28 2.48 -0.25
H -1.85 -1.38 -0.73 0.03
H -1.30 -2.21 0.75 0.05
H -0.33 -0.97 0.01 0.05
H 0.20 0.18 2.17 0.06
H -0.68 -1.34 2.67 0.02
H -1.20 0.34 3.27 0.05
C 0.24 -0.53 -2.94 -0.30
S 0.30 0.27 -4.49 0.81
O -0.18 -0.83 -5.41 -0.56
C 2.04 0.32 -4.75 -0.27
H -0.77 -0.84 -2.89 0.00
H 0.46 0.18 -2.18 -0.02
H 0.94 -1.40 -2.88 0.08
H 2.59 1.08 -4.28 0.02
H 2.12 0.42 -5.88 0.07
H 2.47 -0.71 -4.63 0.08
C 1.04 -4.07 -0.42 -0.30
S -0.29 -5.29 -0.28 0.79
O -0.74 -5.75 -1.62 -0.56
C 0.78 -6.57 0.36 -0.27
H 1.94 -4.51 -0.87 0.06
H 1.32 -3.73 0.57 0.03
H 0.66 -3.30 -1.12 0.03
H 0.27 -7.36 0.87 0.03
H 1.42 -6.07 1.12 0.06
H 1.41 -6.93 -0.49 0.08
```

Values from the calculation:
LUMO = 0.385 eV
Highest occupied orbital energy = -8.51 eV
Charge = 0
2S+1 = 1
Frontier orbital gap = 8.899 eV
Max |F| = 3.6 eV/A
Energy relative to the best compared isomer or geometry (same formula, charge and spin) = 27.88 kcal per mole


Entry 2:
Below is a molecular structure, C5H7NO, with properties calculated with ωB97M-V/def2-TZVPD.

```
14
Properties=species:S:1:pos:R:3:lowdin_charge:R:1
O -0.82 -1.72 -1.00 -0.01
C -0.30 -1.18 0.18 -0.39
C 1.19 -0.73 0.11 0.05
C 1.04 0.72 -0.17 -0.29
C -0.39 1.11 -0.56 -0.07
C -0.76 0.21 0.61 -0.20
N 0.59 0.57 1.24 0.08
H -0.23 -1.47 -1.72 0.09
H -0.47 -1.92 0.98 0.14
H 1.14 -0.25 1.66 0.11
H 1.92 1.34 -0.38 0.13
H -0.75 0.81 -1.55 0.11
H -0.60 2.16 -0.37 0.11
H -1.67 0.37 1.20 0.14
```

Values from the calculation:
LUMO = 0.734 eV
Highest occupied orbital energy = -8.49 eV
Charge = 0
2S+1 = 1
Frontier orbital gap = 9.223 eV
Max |F| = 0.7 eV/A
Energy relative to the best compared isomer or geometry (same formula, charge and spin) = 123.22 kcal per mole


Entry 3:
Below is 2 unconnected molecules or ions with the total composition BH4N at a distorted geometry, with properties calculated with ωB97M-V/def2-TZVPD.

```
6
Properties=species:S:1:pos:R:3:lowdin_charge:R:1
B -0.48 -0.59 -0.32 -0.30
N 0.33 0.09 0.54 0.10
H -1.25 -1.34 0.02 0.01
H -0.44 -0.24 -1.34 -0.02
H 0.62 0.60 1.35 -0.01
H 1.22 1.49 -0.25 0.23
```

Values from the calculation:
LUMO (alpha / beta) = -0.839 / -0.783 eV
Highest occupied orbital energy (alpha / beta) = -10.44 / -10.22 eV
Charge = 0
2S+1 = 1
Frontier orbital gap (alpha / beta) = 9.599 / 9.441 eV
Max |F| = 4.2 eV/A
Energy relative to the best compared isomer or geometry (same formula, charge and spin) = 104.46 kcal per mole


Entry 4:
Below is 2 unconnected molecules or ions with the total composition C2H3Br2N3 at a distorted geometry, with properties calculated with ωB97M-V/def2-TZVPD.

```
10
Properties=species:S:1:pos:R:3:lowdin_charge:R:1
C -0.97 0.55 0.86 -0.83
C 0.24 0.51 -0.10 -0.82
N -1.04 -0.82 1.28 -0.08
N -0.21 -1.59 0.80 0.02
N 0.69 -0.83 0.09 -0.11
Br -2.66 1.04 0.08 0.69
Br 1.71 1.67 0.27 0.69
H -0.98 1.27 1.81 0.12
H -0.91 1.11 -1.66 0.16
H 1.30 -1.28 -0.64 0.16
```

Values from the calculation:
LUMO (alpha / beta) = -1.305 / -0.942 eV
Highest occupied orbital energy (alpha / beta) = -9.26 / -8.93 eV
Charge = 0
2S+1 = 1
Frontier orbital gap (alpha / beta) = 7.954 / 7.985 eV
Max |F| = 3.3 eV/A
Energy relative to the best compared isomer or geometry (same formula, charge and spin) = 139.78 kcal per mole


Entry 5:
Below is 2 unconnected molecules or ions with the total composition C4H2F2O at a distorted geometry, with properties calculated with ωB97M-V/def2-TZVPD.

```
9
Properties=species:S:1:pos:R:3:lowdin_charge:R:1
C -1.44 -1.12 1.73 0.18
C -1.48 -0.04 0.85 -0.21
C -0.69 -1.25 0.45 -0.22
C -1.88 1.09 0.35 -0.08
O -2.44 2.04 0.02 0.25
F 0.78 -1.11 0.45 -0.09
F 0.35 2.42 0.19 -0.08
H -0.79 -1.95 -0.30 0.11
H 0.98 3.15 0.12 0.13
```

Values from the calculation:
LUMO = -1.128 eV
Highest occupied orbital energy = -9.31 eV
Charge = 0
2S+1 = 1
Frontier orbital gap = 8.178 eV
Max |F| = 3.8 eV/A
Energy relative to the best compared isomer or geometry (same formula, charge and spin) = 99.52 kcal per mole


Entry 6:
Below is 2 unconnected molecules or ions with the total composition C4H14N2 at a distorted geometry, with properties calculated with ωB97M-V/def2-TZVPD.

```
20
Properties=species:S:1:pos:R:3:lowdin_charge:R:1
C -0.23 -2.36 0.95 -0.13
N 0.53 -1.02 0.68 -0.19
C 1.90 -1.14 1.47 -0.15
H -0.87 -2.58 0.07 0.06
H 0.50 -3.06 1.37 0.06
H -1.00 -2.08 1.64 0.04
H -0.11 -0.27 1.15 0.10
H 1.81 -1.04 2.64 0.10
H 2.39 -0.17 1.05 0.07
H 2.55 -1.90 1.02 0.06
C -0.11 2.55 -0.67 -0.15
N -1.20 1.77 -1.24 -0.19
C -1.25 0.53 -1.89 -0.17
H -0.41 3.62 -0.27 0.10
H 0.44 2.02 0.12 0.04
H 0.70 2.87 -1.40 0.08
H -1.80 1.59 -0.50 0.06
H -1.44 -0.41 -1.34 0.07
H -0.28 0.42 -2.35 0.08
H -2.10 0.68 -2.50 0.06
```

Values from the calculation:
LUMO = 0.911 eV
SMILES = CNC.CNC
Highest occupied orbital energy = -8.28 eV
Charge = 0
2S+1 = 1
Frontier orbital gap = 9.190 eV
Max |F| = 4.1 eV/A
Energy relative to the best compared isomer or geometry (same formula, charge and spin) = 73.07 kcal per mole


Entry 7:
Below is a molecular structure, C19H27N3O2 at a distorted geometry, with properties calculated with ωB97M-V/def2-TZVPD.

```
51
Properties=species:S:1:pos:R:3:lowdin_charge:R:1
C 0.61 7.85 1.62 -0.03
C 0.11 6.82 0.51 -0.20
O 0.57 5.51 0.73 0.03
C 0.33 4.60 -0.01 -0.36
C 0.70 3.41 0.51 0.07
C 0.73 2.34 -0.37 -0.19
C 0.14 2.49 -1.54 -0.10
C -0.64 3.67 -2.07 0.03
C -0.42 4.81 -1.29 0.04
H -0.74 5.67 -1.53 0.02
H -1.03 3.78 -3.18 0.14
N -0.31 1.39 -2.55 0.12
C 0.13 0.06 -1.92 -0.20
C 0.98 -0.16 -1.02 -0.12
C 1.08 1.00 -0.02 -0.14
O 1.95 0.90 1.06 -0.07
C 1.50 -1.51 -0.38 -0.10
N 0.45 -2.41 -0.33 -0.14
C 0.81 -3.90 -0.27 -0.19
C -0.17 -4.77 -0.13 -0.15
N -1.35 -4.39 0.93 -0.10
C -1.52 -2.98 0.65 -0.20
C -0.46 -2.09 0.59 -0.26
H -0.72 -1.03 0.47 0.16
H -0.22 -2.06 1.49 0.07
H -2.39 -2.88 1.53 0.20
H -2.23 -3.02 -0.02 0.07
C -0.88 -4.84 2.13 -0.44
C -0.99 -6.20 2.60 -0.11
H -0.40 -6.94 2.00 0.08
H -0.95 -6.51 3.50 -0.02
H -2.26 -6.47 2.36 0.17
H -1.44 -4.23 2.94 0.14
H 0.18 -4.52 2.61 0.15
H 0.09 -5.75 0.15 0.10
H -0.78 -4.84 -1.25 0.20
H 1.35 -4.08 -1.02 0.04
H 1.75 -3.87 0.74 0.22
H 2.15 -1.86 -1.36 0.19
H 2.14 -1.27 0.25 0.03
C 0.11 -1.14 -2.96 0.00
H 1.09 -1.14 -3.74 0.16
H -0.23 -1.86 -2.45 -0.05
H -0.85 -0.75 -3.57 0.10
H -0.79 1.50 -3.38 0.07
H 1.37 3.16 1.34 0.15
H -0.94 6.87 0.50 0.12
H 0.58 7.19 -0.31 0.09
H 0.00 7.53 2.46 0.06
H 1.67 8.03 1.64 0.07
H 0.13 8.88 1.36 0.11
```

Values from the calculation:
LUMO = 0.111 eV
Highest occupied orbital energy = -7.65 eV
Charge = 0
2S+1 = 1
Frontier orbital gap = 7.761 eV
Max |F| = 13.3 eV/A
Energy relative to the best compared isomer or geometry (same formula, charge and spin) = 455.54 kcal per mole


Entry 8:
Below is C3H2N2O2 in the gas phase, with properties calculated with ωB97M-V/def2-TZVPD.

```
9
Properties=species:S:1:pos:R:3:lowdin_charge:R:1
O 1.54 -1.12 -2.02 0.07
C 0.94 -1.62 -1.10 -0.26
C 0.81 -0.97 0.21 0.08
N 0.00 -0.18 0.60 0.09
C -0.73 0.82 0.96 -0.14
N -0.25 2.07 0.52 -0.05
O -1.10 2.94 0.52 -0.03
H 0.48 -2.63 -1.15 0.12
H -1.69 0.68 1.46 0.13
```

Values from the calculation:
LUMO = -1.209 eV
Highest occupied orbital energy = -9.36 eV
Charge = 0
2S+1 = 1
Frontier orbital gap = 8.147 eV
Max |F| = 0.6 eV/A
Energy relative to the best compared isomer or geometry (same formula, charge and spin) = 114.03 kcal per mole